No. 1
{"formula": "C2H3HgO3", "method": "ωB97M-V/def2-TZVPD", "e_above_lowest_kj_mol": 31.81, "charge": 1, "orbital_gap_ev": [5.90, 5.87], "species": ["O", "C", "C", "O", "H", "H", "Hg", "O", "H"], "positions_angstrom": [[-1.5799, 1.5521, 0.0708], [-2.1278, 0.4854, -0.0291], [-1.7193, -0.8440, -0.0466], [-0.4583, -1.1867, 0.0510], [3.4863, 0.6302, -0.2146], [-2.4498, -1.5621, -0.4439], [1.0540, -0.1806, 0.2556], [2.9353, -0.1540, -0.1031], [3.5186, -0.9226, -0.0979]], "nbo_charge": [-0.45, 0.57, -0.14, -0.82, 0.55, 0.23, 1.48, -0.99, 0.56]}


No. 2
{"formula": "C7H63NO33", "method": "ωB97M-V/def2-TZVPD", "charge": 0, "orbital_gap_ev": 7.98, "species": ["O", "C", "N", "C", "C", "C", "O", "C", "C", "C", "O", "H", "H", "H", "O", "H", "H", "O", "H", "H", "O", "H", "H", "O", "H", "H", "O", "H", "H", "O", "H", "H", "O", "H", "H", "O", "H", "H", "O", "H", "H", "O", "H", "H", "O", "H", "H", "O", "H", "H", "O", "H", "H", "O", "H", "H", "O", "H", "H", "O", "H", "H", "O", "H", "H", "O", "H", "H", "O", "H", "H", "O", "H", "H", "O", "H", "H", "O", "H", "H", "O", "H", "H", "O", "H", "H", "O", "H", "H", "O", "H", "H", "O", "H", "H", "O", "H", "H", "O", "H", "H", "O", "H", "H"], "positions_angstrom": [[2.0826, -2.0928, -0.5861], [1.2659, -1.2636, -0.4511], [0.4098, -0.4270, -0.6994], [-0.9670, -0.8511, -0.7166], [-1.8917, 0.0159, -0.3297], [-3.3414, -0.3725, -0.3196], [-4.2154, 0.4610, -0.3352], [-3.6833, -1.8338, -0.2952], [-2.7508, -2.7020, -0.6940], [-1.4190, -2.1990, -1.1799], [-0.7430, -2.8988, -1.9020], [-1.5989, 1.0221, 0.0044], [-4.6490, -2.1772, 0.0514], [-2.9259, -3.7697, -0.7186], [-0.6345, 2.7809, -0.0483], [-0.2963, 3.2909, 0.7017], [-0.4947, 3.3671, -0.8006], [-3.3091, -3.7322, 2.0440], [-3.3376, -4.6242, 2.4110], [-3.3050, -3.1579, 2.8213], [4.1516, -1.6231, -0.4462], [3.2572, -1.8582, -0.1729], [4.7258, -2.1666, 0.1088], [4.1336, -3.2087, -2.2703], [4.5304, -3.9250, -1.7579], [3.3979, -2.9068, -1.7224], [-6.2029, -3.6327, 0.4661], [-7.0654, -3.9992, 0.6851], [-5.5802, -4.1787, 0.9644], [6.2497, -1.7653, -2.6932], [5.3914, -1.7478, -2.2483], [6.2248, -2.5772, -3.2133], [0.1894, 4.7157, 2.2561], [-0.7138, 5.0278, 2.3725], [0.5045, 4.5726, 3.1608], [-1.7294, 3.1088, 3.2783], [-1.1863, 2.9227, 2.5124], [-1.8851, 2.2491, 3.6842], [-7.3542, 0.6429, -0.8279], [-6.5779, 0.8196, -0.2781], [-7.4390, -0.3148, -0.8018], [-0.5984, 0.7003, 2.7872], [0.1002, 0.0666, 2.9778], [-0.5434, 0.8452, 1.8342], [4.6802, -1.3840, -4.8838], [5.1959, -1.8572, -5.5439], [4.7494, -1.9320, -4.0880], [4.8851, 1.0015, -3.6329], [5.2554, 0.1790, -3.2952], [4.0051, 0.7525, -3.9353], [-4.0100, -6.9458, 1.8819], [-3.3881, -7.0620, 1.1554], [-4.1506, -7.8365, 2.2168], [-0.7874, 6.3440, -0.3496], [-1.6882, 6.6573, -0.2313], [-0.4753, 6.2057, 0.5486], [2.2509, 3.4888, 3.7677], [2.9171, 2.8122, 3.9659], [2.2779, 3.5702, 2.8067], [-1.9738, 7.7041, 1.7604], [-2.3390, 7.1244, 2.4374], [-2.4548, 8.5336, 1.8745], [7.8694, -2.1612, -0.2899], [7.5819, -1.5505, 0.3950], [7.4395, -1.8435, -1.1006], [-5.9737, -3.9268, -2.5622], [-6.3789, -3.4945, -1.8032], [-6.4085, -3.5291, -3.3259], [2.7365, 0.4653, -3.0888], [3.2450, -0.0079, -3.7618], [2.8127, -0.0860, -2.3089], [-6.6142, -1.6822, -4.7827], [-5.9877, -1.9993, -5.4410], [-6.3671, -0.7615, -4.6457], [4.5274, 0.5032, 1.5784], [3.9209, -0.0322, 1.0579], [5.1621, 0.8304, 0.9330], [-3.5745, 1.7362, 5.3078], [-3.8826, 2.2799, 6.0388], [-4.0296, 2.0972, 4.5391], [-2.2416, -2.2310, 4.6970], [-2.0909, -2.6107, 5.5677], [-1.5235, -1.6006, 4.5855], [3.7370, 0.6390, 4.2568], [4.2343, 0.3914, 3.4603], [3.5741, -0.2030, 4.6900], [7.3173, -1.0865, -5.9667], [8.0219, -1.3272, -6.5769], [7.4300, -0.1399, -5.8318], [-1.5715, 10.5819, 1.0365], [-1.0532, 10.1161, 0.3711], [-1.2268, 11.4793, 1.0241], [-2.4329, -5.3983, -3.4462], [-1.7552, -5.6815, -4.0670], [-2.2471, -4.4630, -3.3080], [4.2801, 5.0900, 5.2420], [3.6167, 4.5684, 4.7662], [4.8511, 5.4379, 4.5517], [-6.2012, 2.7728, -2.4021], [-6.6300, 2.0232, -1.9612], [-6.6696, 3.5441, -2.0719], [5.5807, -5.5908, -0.5961], [6.2720, -5.3121, 0.0125], [5.6357, -6.5510, -0.5974]], "lowdin_charge": [0.16, -0.18, 0.25, -0.15, 0.09, -0.33, 0.12, 0.03, 0.03, -0.30, 0.12, 0.10, 0.09, 0.13, -0.05, 0.01, 0.06, -0.05, 0.02, 0.02, -0.07, -0.10, 0.08, -0.06, 0.04, 0.03, -0.05, 0.05, 0.03, -0.07, 0.00, 0.06, -0.06, 0.04, 0.04, -0.07, -0.02, 0.00, -0.05, 0.03, 0.05, -0.03, 0.05, 0.01, -0.06, 0.04, 0.00, -0.08, 0.00, -0.05, -0.05, 0.05, 0.04, -0.07, 0.02, -0.01, -0.05, 0.03, 0.05, -0.05, 0.05, 0.03, -0.07, 0.02, 0.00, -0.07, -0.01, 0.00, -0.02, 0.02, 0.03, -0.05, 0.04, 0.04, -0.05, 0.02, 0.06, -0.05, 0.04, 0.04, -0.04, 0.04, 0.03, -0.06, 0.00, 0.03, -0.05, 0.04, 0.05, -0.05, 0.04, 0.04, -0.06, 0.03, 0.01, -0.07, -0.01, 0.03, -0.07, -0.02, 0.03, -0.04, 0.04, 0.04]}


No. 3
{"formula": "C2H9NO3", "method": "ωB97M-V/def2-TZVPD", "spin_multiplicity": 2, "e_above_lowest_kj_mol": 352.55, "s2": 0.75, "charge": 1, "orbital_gap_ev": [9.61, 6.61], "species": ["O", "C", "C", "N", "H", "H", "H", "H", "H", "H", "H", "O", "H", "H", "O"], "positions_angstrom": [[0.2106, 0.4511, 2.0626], [-0.2865, -0.3914, 1.1681], [0.4452, -1.2397, 0.2325], [-0.1570, -1.7461, -0.9077], [-1.2024, -0.0512, 0.6685], [-0.3039, -1.5836, 1.2845], [1.4888, -1.4463, 0.4675], [-0.5819, -1.0529, -1.5228], [-0.6785, -2.5858, -0.6762], [1.2046, 2.5921, -0.5868], [0.7296, 1.1382, 1.6336], [0.6515, 1.8799, -0.1874], [-1.2021, 1.1303, -2.3537], [-0.2379, 1.1319, -1.1278], [-0.6981, 0.5427, -1.7906]], "nbo_charge": [-0.64, 0.09, 0.16, -0.82, 0.23, 0.30, 0.24, 0.45, 0.42, 0.48, 0.52, -0.46, 0.51, 0.46, -0.94]}


No. 4
{"formula": "C21H19F3N4O5S", "method": "ωB97M-V/def2-TZVPD", "e_above_lowest_kj_mol": 0.00, "charge": 0, "orbital_gap_ev": 8.74, "species": ["C", "O", "C", "C", "C", "C", "C", "O", "N", "C", "C", "N", "N", "C", "S", "C", "C", "O", "N", "C", "C", "C", "C", "C", "C", "F", "F", "F", "C", "O", "C", "C", "O", "C", "H", "H", "H", "H", "H", "H", "H", "H", "H", "H", "H", "H", "H", "H", "H", "H", "H", "H", "H"], "positions_angstrom": [[-5.4698, -0.7161, 0.2423], [-4.4314, -0.1327, 0.9946], [-3.1780, -0.6236, 0.8541], [-2.8318, -1.7160, 0.0743], [-1.5110, -2.1219, -0.0400], [-0.5148, -1.4251, 0.6236], [0.9317, -1.7025, 0.4743], [1.7641, -0.8185, 0.5993], [1.2678, -2.9788, 0.1699], [2.6329, -3.4590, 0.0219], [3.5991, -2.3347, 0.0906], [4.3515, -2.0135, 1.0926], [5.0126, -0.8965, 0.7485], [4.6435, -0.6057, -0.4548], [5.0732, 0.7976, -1.3889], [4.6381, 2.0512, -0.1391], [3.1470, 2.3496, 0.0403], [2.8058, 3.1365, 0.8922], [2.3225, 1.7130, -0.8255], [0.9351, 1.7561, -0.8946], [0.1643, 2.6571, -0.1615], [-1.2109, 2.6683, -0.3023], [-1.8463, 1.7888, -1.1615], [-1.0768, 0.8894, -1.8858], [-1.7266, -0.0444, -2.8621], [-3.0186, -0.2879, -2.5898], [-1.7022, 0.4385, -4.1216], [-1.1242, -1.2457, -2.9240], [0.3035, 0.8718, -1.7658], [3.7772, -1.5085, -0.9633], [-0.8548, -0.3351, 1.4296], [-2.1665, 0.0683, 1.5657], [-2.5865, 1.1095, 2.3265], [-1.6374, 1.7681, 3.1341], [-5.6443, -1.7560, 0.5366], [-6.3577, -0.1269, 0.4650], [-5.2597, -0.6701, -0.8307], [-3.5886, -2.2545, -0.4720], [-1.2787, -2.9486, -0.6937], [0.5464, -3.6810, 0.1462], [2.7321, -3.9618, -0.9476], [2.8779, -4.1575, 0.8293], [5.1375, 2.9716, -0.4451], [5.0541, 1.7301, 0.8160], [2.7560, 1.0400, -1.4490], [0.6555, 3.3427, 0.5097], [-1.8006, 3.3721, 0.2642], [-2.9193, 1.7977, -1.2661], [0.8858, 0.1668, -2.3410], [-0.0517, 0.1852, 1.9252], [-0.8531, 2.2400, 2.5356], [-1.1793, 1.0799, 3.8512], [-2.1946, 2.5328, 3.6725]], "nbo_charge": [-0.25, -0.48, 0.27, -0.30, -0.21, -0.10, 0.66, -0.64, -0.60, -0.27, 0.48, -0.28, -0.29, 0.27, 0.26, -0.61, 0.68, -0.60, -0.62, 0.26, -0.25, -0.20, -0.21, -0.14, 0.98, -0.33, -0.33, -0.33, -0.24, -0.42, -0.29, 0.34, -0.50, -0.25, 0.18, 0.20, 0.18, 0.23, 0.21, 0.40, 0.22, 0.23, 0.26, 0.28, 0.41, 0.26, 0.22, 0.23, 0.23, 0.25, 0.18, 0.18, 0.20]}


No. 5
{"formula": "C2H7N2S2", "method": "ωB97M-V/def2-TZVPD", "e_above_lowest_kj_mol": 218.01, "charge": 1, "orbital_gap_ev": 9.38, "species": ["C", "C", "N", "N", "S", "S", "H", "H", "H", "H", "H", "H", "H"], "positions_angstrom": [[1.1339, -0.3317, 0.0386], [-0.9787, -0.1120, -0.1000], [0.8797, 2.2040, 0.1333], [-1.4709, -1.3528, -0.0632], [1.6325, -1.9132, 0.0419], [2.0898, 1.0112, 0.1214], [-0.9631, 0.3979, -1.0496], [-1.0670, 0.4972, 0.7836], [0.9930, 2.8302, 0.9256], [0.8855, 2.7628, -0.7143], [0.3511, -2.3968, -0.0090], [-1.6962, -1.8440, -0.9149], [-1.7896, -1.7528, 0.8066]], "nbo_charge": [-0.49, -0.02, -0.99, -0.77, 0.30, 0.70, 0.23, 0.24, 0.41, 0.40, 0.14, 0.42, 0.42]}


No. 6
{"formula": "C3H6N2O", "method": "ωB97M-V/def2-TZVPD", "e_above_lowest_kj_mol": 389.55, "charge": 0, "orbital_gap_ev": 9.61, "species": ["N", "C", "C", "O", "C", "N", "H", "H", "H", "H", "H", "H"], "positions_angstrom": [[-1.6346, -0.8235, 0.3649], [-1.5417, 0.1818, -0.4880], [1.0266, 0.8659, 0.1914], [1.1066, -0.0128, 1.2803], [1.6579, 0.3090, -1.0264], [2.1100, -0.1605, -1.9824], [-2.0761, -0.6609, 1.2636], [-1.4296, -1.8016, 0.1638], [-1.0543, -0.2136, -1.4014], [-0.0290, 1.1321, -0.0492], [1.5113, 1.8020, 0.4672], [0.3529, -0.6179, 1.2163]], "nbo_charge": [-0.77, -0.11, -0.19, -0.69, 0.24, -0.32, 0.39, 0.38, 0.12, 0.24, 0.23, 0.47]}